1.
# C6H13N2

A cluster of 2 separate species, C6H13N2 in total at a distorted geometry (ωB97M-V/def2-TZVPD, OMol25).

CARTESIAN COORDINATES (ANGSTROEM)
H: 2.370 0.894 -0.231
H: -0.847 0.052 0.831
C: -0.860 -1.491 2.046
C: 0.108 1.881 0.536
H: -1.346 0.328 -1.822
H: -0.021 1.335 -2.552
H: -2.017 -0.122 3.049
H: 0.563 2.381 -0.238
N: 0.413 0.182 -0.956
C: -0.267 0.341 -2.253
H: -0.304 2.597 1.300
H: -0.552 -2.570 2.118
H: -2.508 -1.723 3.247
C: -0.151 0.690 0.213
H: 0.064 -0.325 -2.986
N: -1.821 -1.091 2.868
C: 1.353 -0.922 -0.834
H: 2.146 0.676 -2.057
H: 1.209 -1.463 0.118
H: 1.514 -1.539 -1.736
C: 1.785 0.444 -1.072

Results
HOMO energy ... -11.6 eV
Total charge ... +1
E_LUMO ... -0.0905 Ha
Total energy ... -345.4602 hartree

***

2.
# C23H21NO5S

An isolated molecule of C23H21NO5S at a distorted geometry (ωB97M-V/def2-TZVPD, OMol25).

CARTESIAN COORDINATES (ANGSTROEM)
C: 2.415 2.105 0.930
C: -2.385 2.522 -0.830
O: 5.080 0.060 2.799
C: 0.731 3.883 0.474
H: -4.692 -1.821 2.148
C: 3.747 -2.041 0.042
H: -7.800 -3.478 1.539
H: -4.965 1.409 -1.581
H: 5.427 -3.844 -2.769
N: 3.646 1.824 1.124
H: 3.700 -3.269 -1.356
O: 2.775 -0.326 2.418
H: 5.118 -2.339 -3.925
C: -5.913 -0.231 -0.581
H: -0.261 0.886 -1.030
C: 0.059 2.704 -0.269
H: 1.921 -0.023 0.074
C: -1.263 3.326 -1.044
H: -3.022 2.593 -1.601
H: 4.059 2.310 1.915
H: 2.598 4.157 1.582
C: 5.540 -0.320 -0.201
O: -6.785 -1.908 0.616
C: 1.991 3.386 0.802
C: -5.785 -1.217 0.547
C: -4.827 0.638 -0.781
H: -7.609 -0.691 -1.043
C: 1.752 1.250 0.065
H: 6.818 -0.651 -1.833
C: 5.212 -2.126 -1.962
C: -2.549 1.302 -0.049
C: -3.760 -0.417 1.302
O: -1.413 4.421 -1.286
C: -3.797 0.469 0.374
H: 0.526 4.933 0.428
C: 0.409 1.488 -0.340
H: 2.914 -2.333 0.670
H: -2.734 -0.512 1.968
C: -6.956 -2.948 1.762
C: -4.731 -1.388 1.282
C: 4.205 -2.535 -1.061
S: 4.024 0.115 1.923
H: 6.615 -2.557 -3.165
C: 5.915 -0.837 -1.468
O: -6.875 -0.264 -1.349
H: 5.875 0.679 0.308
H: -7.124 -2.402 2.710
H: -6.158 -3.618 1.562
C: 4.359 -0.806 0.565
C: 5.691 -2.798 -3.259
H: -1.716 1.241 0.855

Results
HOMO energy ... -7.8 eV
E_LUMO ... -0.0007 Ha
Structure (SMILES) ... COc1ccc(/C=C/C(=O)c2ccc(NS(=O)(=O)c3ccc(C)cc3)cc2)cc1O
Total energy ... -1717.5955 hartree

***

Orbital gap values (in Eh) by entry order: 0.338; 0.285.
Energy relative to the best compared isomer or geometry (same formula, charge and spin) values (in kJ/mol) by entry order: 619.2; 1517.4.